No. 1
Below is an isolated ion of composition C5H12NS2 and charge +1 in a non-equilibrium geometry, with properties calculated with wB97M-V/def2-TZVPD.

Energy relative to the best compared isomer or geometry (same formula, charge and spin)   95.34 kcal/mol
Max |F|   0.0287 Eh/bohr
Orbital gap (spin up / spin down)   7.73 / 8.51 eV
E_HOMO (spin up / spin down)   -12.6 / -13.3 eV

ORCA input file:
```
! wB97M-V def2-TZVPD RIJCOSX def2/J DEFGRID3
* xyz 1 1
S -2.07 -1.70 -0.41
S 1.17 -1.64 1.25
N -0.86 0.49 0.63
C 2.34 -0.69 -1.18
C -1.15 1.78 1.28
C -2.08 -0.02 -0.11
C 1.02 -0.76 -0.40
C 0.37 0.53 -0.19
H -1.97 1.67 1.98
H 0.42 1.32 -0.93
H 2.33 -1.36 -2.03
H -0.63 -0.22 1.36
H 2.14 -0.86 1.75
H -2.45 0.65 -0.87
H -2.87 -1.70 -1.48
H 2.52 0.32 -1.52
H 0.32 -1.47 -0.90
H 3.17 -0.98 -0.54
H -0.27 2.14 1.80
H -1.44 2.51 0.52
*
```

---

No. 2
Below is one molecule with the formula C15H17NO2S, with properties calculated with wB97M-V/def2-TZVPD.

SMILES   Cc1cccc(S(=O)(=O)NCCc2ccccc2)c1
Energy relative to the best compared isomer or geometry (same formula, charge and spin)   7.25 kcal/mol
Max |F|   0.0172 Eh/bohr
Orbital gap   10.07 eV
E_HOMO   -9.4 eV

ORCA input file:
```
! wB97M-V def2-TZVPD RIJCOSX def2/J DEFGRID3
* xyz 0 1
S 1.28 0.29 -2.32
O 0.57 0.83 -3.45
O 2.60 -0.23 -2.50
N 0.36 -0.95 -1.71
C 2.09 2.21 1.12
C 2.13 1.30 0.08
C -0.18 -3.60 2.53
C -0.54 4.66 -0.05
C -1.12 -2.58 2.60
C -1.65 -2.05 1.44
C -1.26 -2.53 0.20
C 0.21 -4.09 1.30
C -1.80 -1.91 -1.06
C 1.22 3.29 1.07
C -1.02 -0.64 -1.40
C -0.32 -3.55 0.14
C 0.42 2.57 -1.06
C 1.29 1.50 -1.00
C 0.38 3.49 -0.02
H 2.80 0.46 0.08
H -1.43 -2.20 3.56
H 2.74 2.07 1.98
H 0.02 5.59 0.03
H -2.38 -1.26 1.50
H -0.01 -3.94 -0.82
H -1.71 -2.61 -1.90
H 0.84 -1.46 -0.98
H 1.20 3.99 1.89
H -1.24 4.63 0.78
H -0.20 2.68 -1.94
H -1.42 -0.16 -2.29
H -2.85 -1.65 -0.93
H -1.09 0.07 -0.55
H 0.94 -4.88 1.24
H 0.23 -4.02 3.44
H -1.11 4.68 -0.98
*
```

---

No. 3
Below is C24H35N9O2PmS3 as an isolated structure in a non-equilibrium geometry, with properties calculated with wB97M-V/def2-TZVPD.

Max |F|   0.0580 Eh/bohr
Orbital gap (spin up / spin down)   7.57 / 7.90 eV
⟨S²⟩   6.00
E_HOMO (spin up / spin down)   -15.7 / -15.7 eV

ORCA input file:
```
! wB97M-V def2-TZVPD RIJCOSX def2/J DEFGRID3
* xyz 3 5
Pm -0.29 0.00 -0.17
S -2.93 -4.27 0.43
S -4.66 1.61 1.70
S 1.06 2.24 -1.08
O 1.80 -1.35 -0.64
O 0.13 -0.08 2.01
N -0.06 -0.47 4.25
N -2.66 0.69 0.46
N 0.78 1.30 -3.62
N -1.11 0.37 -2.67
N -2.78 3.02 0.32
N -0.95 -3.88 -1.41
N -1.89 -2.04 -0.25
N 0.62 1.57 3.51
N 2.82 1.87 -3.07
C 0.28 -0.35 5.69
C -3.55 -2.87 1.17
C 0.08 2.34 4.59
C 3.96 2.38 -2.33
C 0.22 0.31 3.25
C -3.24 0.56 -3.74
C -4.44 -0.08 1.71
C 2.83 1.46 -4.40
C -2.89 -1.77 0.69
C 3.76 -2.36 -1.51
C 1.56 1.14 -4.78
C 1.25 2.42 2.47
C -1.84 -3.34 -0.48
C -3.25 1.81 0.76
C -0.65 1.17 -3.60
C -3.34 -0.43 0.98
C 1.56 1.70 -2.64
C 2.13 -2.46 0.27
C 3.59 -2.78 -0.03
C -1.42 1.76 -4.60
C 2.85 -1.16 -1.70
C -0.87 -1.69 3.92
C -2.44 0.11 -2.74
C -2.78 1.54 -4.64
H 1.42 -3.31 0.08
H -5.13 -0.72 2.21
H -0.51 3.14 4.24
H -1.09 -2.15 4.86
H -1.86 -1.35 3.56
H 2.34 -1.03 -2.61
H 4.23 -2.14 0.54
H -3.36 2.03 -5.39
H -0.89 2.37 -5.29
H 4.86 2.17 -2.91
H 0.95 0.48 5.91
H 3.45 -3.14 -2.15
H -0.54 -2.39 3.19
H 2.08 -2.01 1.25
H -4.29 -2.92 1.91
H -2.85 -0.48 -1.92
H 0.88 2.78 5.24
H -3.27 3.88 0.56
H -0.59 1.82 5.32
H -4.27 0.26 -3.77
H -0.64 -3.24 -2.10
H -0.64 -0.27 6.29
H 3.85 3.48 -2.24
H 0.55 3.00 1.87
H 3.82 -3.83 0.17
H 0.85 -1.26 5.99
H 1.76 1.75 1.78
H -2.32 3.06 -0.61
H 1.91 3.11 2.94
H 3.38 -0.30 -1.52
H 3.75 1.44 -4.98
H -1.08 -4.80 -1.78
H 1.11 0.71 -5.67
H 4.82 -2.12 -1.72
H 4.04 1.99 -1.33
*
```

---

No. 4
Below is one molecule with the formula C6H9N, with properties calculated with wB97M-V/def2-TZVPD.

SMILES   Cc1cc[nH]c1C
Energy relative to the best compared isomer or geometry (same formula, charge and spin)   2.22 kcal/mol
Max |F|   0.0050 Eh/bohr
Orbital gap   8.87 eV
E_HOMO   -7.8 eV

ORCA input file:
```
! wB97M-V def2-TZVPD RIJCOSX def2/J DEFGRID3
* xyz 0 1
N 0.54 -0.15 -1.60
C -0.86 -0.24 1.81
C -0.48 -0.38 0.36
C 0.46 0.36 -0.32
C -1.02 -1.33 -0.56
C 1.25 1.55 0.11
C -0.36 -1.18 -1.75
H 1.35 2.29 -0.69
H 1.21 0.14 -2.29
H 0.74 2.05 0.94
H -0.81 -1.22 2.31
H -1.80 -2.05 -0.35
H -1.88 0.15 1.93
H -0.16 0.42 2.33
H 2.26 1.29 0.45
H -0.45 -1.71 -2.69
*
```

---

No. 5
Below is a 2-piece molecular cluster, C5H14 overall in a non-equilibrium geometry, with properties calculated with wB97M-V/def2-TZVPD.

SMILES   CCC.CC
Energy relative to the best compared isomer or geometry (same formula, charge and spin)   35.08 kcal/mol
Max |F|   0.0781 Eh/bohr
Orbital gap   11.76 eV
E_HOMO   -10.7 eV

ORCA input file:
```
! wB97M-V def2-TZVPD RIJCOSX def2/J DEFGRID3
* xyz 0 1
C 1.27 -1.18 -1.61
C -1.21 1.51 1.33
C -2.60 1.47 0.85
C -0.50 0.06 1.29
C 2.79 -1.34 -1.43
H -1.14 1.81 2.41
H 0.77 -2.03 -1.07
H -2.98 0.44 0.50
H 1.08 -1.49 -2.67
H -2.63 1.99 -0.14
H 3.24 -0.43 -1.56
H 0.96 -0.24 -1.31
H -3.33 1.78 1.67
H -0.78 -0.53 2.23
H 3.04 -2.07 -2.32
H 0.53 0.21 1.19
H 3.00 -1.68 -0.37
H -0.59 2.16 0.62
H -0.94 -0.43 0.40
*
```

---

No. 6
Below is a 10-piece molecular cluster, C13H34N10O18 overall in a non-equilibrium geometry, with properties calculated with wB97M-V/def2-TZVPD.

SMILES   C[N+](=O)[O-].C[N+](=O)[O-].C[N+](=O)[O-].C[N+](=O)[O-].C[N+](=O)[O-].C[N+](=O)[O-].C[N+](=O)[O-].C[N+](=O)[O-].C[N+](=O)[O-].CCCC#N
Max |F|   0.0834 Eh/bohr
Orbital gap   9.98 eV
E_HOMO   -10.7 eV

ORCA input file:
```
! wB97M-V def2-TZVPD RIJCOSX def2/J DEFGRID3
* xyz 0 1
O -2.44 4.70 2.51
O -1.03 0.99 -4.51
O 2.88 -1.66 -1.39
O -3.88 -0.31 3.05
O -3.88 4.87 4.13
O -0.39 3.34 -0.95
O -1.69 -2.79 -2.94
O -1.82 0.58 -0.22
O -2.47 -1.65 2.06
O 2.90 -0.24 -2.92
O 0.42 5.29 -1.20
O -5.78 1.22 -0.71
O 3.73 1.23 0.21
O -5.52 -0.12 -2.43
O 5.55 0.27 0.88
O 0.03 2.87 -4.36
O -0.73 1.29 1.47
O 0.06 -3.07 -1.73
N -0.51 -2.76 -2.78
N 1.13 -1.65 3.38
N 4.45 0.75 1.10
N -5.40 0.18 -1.26
N -2.84 -0.94 2.96
N -0.77 0.70 0.43
N 0.52 4.10 -1.21
N -3.34 4.30 3.22
N -0.95 2.17 -4.23
N 3.49 -0.93 -2.15
C 3.89 0.74 2.49
C -1.85 -0.72 4.06
C 4.94 -0.93 -1.96
C 3.13 -3.83 1.46
C 1.79 -4.46 1.79
C -4.63 -0.82 -0.44
C 0.83 -2.41 2.57
C 0.64 -3.45 1.58
C -3.91 2.98 2.92
C 0.30 -2.23 -3.93
C -2.15 2.81 -3.75
C 0.33 -0.03 -0.12
C 1.79 3.54 -1.55
H -5.38 -1.54 -0.12
H 1.26 0.49 0.21
H 4.48 0.17 3.17
H 1.28 -1.88 -3.56
H 2.46 3.77 -0.71
H -4.24 -0.32 0.43
H -2.15 0.09 4.72
H -3.67 2.24 3.69
H 3.31 -2.89 2.01
H 3.92 -4.44 1.78
H -0.17 -1.35 -4.38
H 1.64 2.48 -1.69
H 0.23 -0.12 -1.19
H 1.51 -5.30 1.16
H -2.58 3.46 -4.53
H -5.00 3.09 2.86
H 2.21 3.94 -2.47
H -3.90 -1.37 -1.07
H -3.37 2.65 2.04
H -2.86 2.07 -3.57
H 0.37 -2.99 -4.64
H 0.76 -3.12 0.56
H -1.78 -1.71 4.65
H 2.88 0.37 2.28
H 5.32 -0.20 -2.68
H 3.97 1.76 2.79
H -1.83 3.43 -2.91
H -0.87 -0.58 3.65
H 3.21 -3.73 0.40
H 5.20 -0.80 -0.90
H 0.29 -1.00 0.36
H 1.76 -4.85 2.77
H -0.31 -3.87 1.71
H 5.27 -1.87 -2.36
*
```

---

No. 7
Below is a 2-piece molecular cluster, C6H12O overall in a non-equilibrium geometry, with properties calculated with wB97M-V/def2-TZVPD.

SMILES   C=C/C=C/CC.O
Energy relative to the best compared isomer or geometry (same formula, charge and spin)   55.95 kcal/mol
Max |F|   0.0539 Eh/bohr
Orbital gap   9.54 eV
E_HOMO   -8.7 eV

ORCA input file:
```
! wB97M-V def2-TZVPD RIJCOSX def2/J DEFGRID3
* xyz 0 1
O -3.36 1.09 -1.16
C 1.70 1.31 -1.34
C -0.33 -1.58 2.26
C 0.63 -0.18 0.39
C 0.56 1.79 -1.81
C 1.64 0.14 -0.41
C 0.63 -1.53 1.09
H -0.69 -2.49 2.74
H -3.58 0.32 -1.68
H 0.09 -1.08 3.15
H 2.58 -0.39 -0.38
H -1.25 -1.02 2.14
H 0.48 2.69 -2.45
H -2.78 1.76 -1.53
H -0.45 1.44 -1.67
H -0.34 0.34 0.38
H 1.60 -1.84 1.50
H 2.72 1.52 -1.62
H 0.15 -2.29 0.39
*
```

---

No. 8
Below is one molecule with the formula C4H8O2, with properties calculated with wB97M-V/def2-TZVPD.

Energy relative to the best compared isomer or geometry (same formula, charge and spin)   104.16 kcal/mol
Max |F|   0.0149 Eh/bohr
Orbital gap (spin up / spin down)   8.34 / 7.78 eV
E_HOMO (spin up / spin down)   -7.4 / -7.0 eV

ORCA input file:
```
! wB97M-V def2-TZVPD RIJCOSX def2/J DEFGRID3
* xyz 0 1
O -0.79 -0.83 -1.77
O -0.35 -0.99 0.45
C 0.91 0.73 1.55
C -1.13 -1.24 -0.61
C 0.29 -0.11 -2.08
C -0.39 0.40 0.85
H -2.05 -1.79 -0.52
H 1.09 0.07 2.40
H -1.25 0.53 1.52
H 1.75 0.63 0.85
H 1.11 -0.15 -1.37
H 0.44 -0.04 -3.15
H 0.90 1.76 1.91
H -0.53 1.02 -0.04
*
```